[1]
Computed, not measured: a molecular structure, C3H10NO4 at a distorted geometry, with ωB97M-V/def2-TZVPD.

Results
- Frontier orbital gap: 0.29469 Ha
- Charge: -1
- Calculated total energy: -476.00762 Eh
- Spin multiplicity: 1
- Relative energy (zero: lowest compared OMol25 entry of this formula, charge and spin): 80.4 kcal/mol

Each line ends with the Mulliken charge.
Cartesian coordinates (Å):
O  2.001  2.632  -0.321  -0.522
C  1.520  1.729  -0.975  -0.111
C  1.118  0.407  -0.393  -0.199
N  0.240  -0.403  -1.179  -0.516
C  -0.848  -1.495  -0.050  -0.416
O  -1.289  -0.858  0.971  -0.790
H  1.514  1.874  -2.073  0.314
H  0.662  0.620  0.573  0.296
H  2.130  -0.032  -0.210  0.238
H  0.656  -0.615  -2.080  0.074
H  -0.011  -2.127  0.224  0.112
H  -1.563  -1.683  -0.851  0.495
H  -1.582  0.280  -1.374  0.394
H  -2.646  0.298  -0.358  0.335
O  -2.489  0.663  -1.248  -0.725
H  0.515  -2.761  2.483  0.266
H  -0.253  -1.444  2.136  0.479
O  0.315  -1.887  2.837  -0.725

=====

[2]
Computed, not measured: a single C13H13NO3 molecule at a distorted geometry, with ωB97M-V/def2-TZVPD.

Results
- Structure (SMILES): O=C1O[C@@]2(c3ccccc3)CCCCN1C2=O
- Frontier orbital gap: 0.36668 Ha
- Calculated total energy: -783.60358 Eh
- Spin multiplicity: 1
- Relative energy (zero: lowest compared OMol25 entry of this formula, charge and spin): 46.1 kcal/mol

Each line ends with the Mulliken charge.
Cartesian coordinates (Å):
O  2.971  0.883  1.699  -0.582
C  2.053  0.582  0.990  0.329
O  0.756  0.470  1.383  -0.460
C  0.067  -0.012  0.203  2.795
C  -0.915  -1.133  0.477  -0.793
C  -1.961  -1.609  -0.398  -0.387
C  -3.014  -2.367  0.124  -0.729
C  -3.059  -2.831  1.512  -0.482
C  -2.008  -2.409  2.378  -0.697
C  -0.976  -1.539  1.830  -0.081
C  -0.473  1.281  -0.490  -0.573
C  0.454  2.452  -0.807  -1.185
C  1.677  2.199  -1.766  -0.494
C  2.816  1.326  -1.116  -0.849
N  2.283  0.225  -0.302  0.161
C  1.177  -0.495  -0.618  -0.186
O  1.040  -1.416  -1.522  -0.637
H  -2.068  -1.292  -1.481  0.293
H  -3.800  -2.747  -0.490  0.374
H  -3.765  -3.483  1.877  0.498
H  -2.021  -2.732  3.435  0.342
H  -0.243  -1.359  2.611  0.326
H  -0.943  1.033  -1.453  0.385
H  -1.083  1.626  0.398  0.238
H  -0.264  3.132  -1.279  0.434
H  0.874  2.765  0.067  0.506
H  1.401  1.607  -2.652  0.338
H  2.139  3.125  -2.105  0.390
H  3.519  1.909  -0.544  0.432
H  3.365  0.807  -1.962  0.293

=====

[3]
Computed, not measured: 3 unconnected molecules or ions with the total composition C40H74Br2F3IN5O4 at a distorted geometry, with ωB97M-V/def2-TZVPD.

Results
- Frontier orbital gap (alpha / beta): 0.27937 / 0.30789 Ha
- Charge: +1
- Calculated total energy: -7888.08882 Eh
- Spin multiplicity: 3

Each line ends with the Mulliken charge.
Cartesian coordinates (Å):
C  3.923  3.551  4.570  -1.423
C  3.174  2.193  4.351  -0.452
C  1.637  2.339  4.552  -1.136
C  0.783  2.508  3.230  0.222
C  1.652  3.203  2.140  -1.934
C  0.234  1.121  2.809  0.837
N  1.248  0.409  2.003  0.357
C  0.876  -1.006  1.802  -0.639
O  1.571  -1.477  0.672  -0.133
C  1.524  -1.764  3.047  -0.606
C  3.009  -2.146  2.778  -0.463
C  3.707  -2.404  4.148  -1.203
I  3.826  -4.535  4.450  0.035
C  -0.641  -1.229  1.719  0.590
C  -1.124  -2.506  1.000  -1.061
C  -1.094  -3.828  1.792  -1.317
C  -2.189  -4.005  2.856  0.486
F  -2.306  -5.350  3.052  -0.324
Br  -1.685  -3.319  4.629  0.004
C  -3.602  -3.519  2.401  0.563
F  -3.820  -3.756  1.114  -0.230
F  -4.504  -4.266  3.040  -0.240
Br  -4.001  -1.677  2.920  -0.032
N  -1.406  -0.025  1.213  0.640
C  -1.359  0.272  -0.242  -0.256
C  -0.163  1.215  -0.667  1.855
C  0.855  0.550  -1.643  -2.343
O  -0.198  1.616  -1.998  -0.646
C  -1.189  1.085  2.187  -0.681
C  -1.803  2.443  1.749  -0.275
C  -2.716  3.066  2.840  0.136
C  -2.454  2.951  4.341  -1.021
N  -3.746  3.695  2.491  -0.814
H  3.299  4.420  4.353  0.358
H  4.227  3.586  5.624  0.364
H  4.857  3.521  3.997  0.355
H  3.480  1.691  3.426  0.181
H  3.531  1.552  5.172  0.490
H  1.493  3.266  5.127  0.550
H  1.253  1.529  5.187  0.355
H  0.024  3.250  3.495  0.522
H  2.455  2.572  1.759  0.272
H  2.068  4.111  2.592  0.432
H  1.023  3.562  1.313  0.432
H  0.196  0.525  3.745  0.076
H  2.133  0.398  2.497  0.211
H  1.469  -2.437  0.603  0.552
H  0.928  -2.625  3.381  0.025
H  1.572  -1.080  3.909  0.211
H  3.496  -1.246  2.371  0.204
H  3.106  -2.988  2.092  0.501
H  3.100  -2.015  4.971  0.495
H  4.687  -1.926  4.206  0.537
H  -0.983  -1.325  2.763  -0.124
H  -2.129  -2.280  0.618  0.359
H  -0.519  -2.664  0.094  0.673
H  -0.138  -4.071  2.271  0.304
H  -1.254  -4.632  1.058  0.532
H  -2.376  -0.333  1.379  0.069
H  -1.203  -0.564  -0.926  1.084
H  -2.252  0.821  -0.571  -0.626
H  0.244  1.899  0.072  -0.328
H  0.410  -0.197  -2.302  0.525
H  1.638  1.185  -2.056  0.830
H  -1.832  0.823  3.043  0.561
H  -2.479  2.333  0.886  -0.015
H  -1.045  3.157  1.406  0.493
H  -3.326  2.504  4.825  0.291
H  -2.281  3.967  4.716  0.354
H  -1.539  2.388  4.561  0.114
H  -3.831  3.704  1.471  0.053
C  -6.179  0.205  -3.538  -1.985
C  -5.162  0.420  -2.391  2.048
C  -5.571  -0.408  -1.169  -0.374
C  -6.759  0.166  -0.401  -0.798
C  -6.526  1.637  -0.062  -0.938
C  -6.157  2.488  -1.279  1.706
N  -5.052  1.875  -2.075  0.161
O  -3.933  2.069  -1.433  -0.471
C  -7.404  2.696  -2.163  -1.803
C  -5.799  3.900  -0.809  -1.272
C  -3.849  -0.145  -2.943  -1.302
H  -6.193  1.054  -4.221  0.355
H  -5.921  -0.670  -4.135  0.523
H  -7.194  0.030  -3.182  0.316
H  -4.718  -0.476  -0.479  -0.589
H  -5.797  -1.431  -1.476  0.507
H  -7.680  0.044  -0.977  0.376
H  -6.903  -0.399  0.522  0.478
H  -7.419  2.044  0.416  0.469
H  -5.725  1.699  0.686  0.027
H  -7.144  3.211  -3.089  0.367
H  -8.138  3.310  -1.642  0.442
H  -7.920  1.775  -2.419  0.344
H  -4.995  3.905  -0.074  -0.044
H  -6.661  4.366  -0.333  0.440
H  -5.499  4.532  -1.647  0.462
H  -3.508  0.423  -3.810  0.448
H  -3.988  -1.180  -3.254  0.528
H  -3.051  -0.148  -2.202  -0.142
C  7.543  -1.290  -4.558  -1.792
C  6.473  -2.409  -4.589  1.784
C  5.567  -2.226  -5.814  -1.292
C  4.567  -1.080  -5.672  -0.709
C  3.776  -1.209  -4.372  -1.002
C  4.670  -1.352  -3.136  2.207
N  5.705  -2.410  -3.308  0.391
O  5.125  -3.568  -3.178  -0.595
C  5.334  0.004  -2.824  -1.905
C  3.790  -1.624  -1.915  -1.993
C  7.275  -3.701  -4.770  -1.831
H  7.903  -1.113  -3.543  0.332
H  8.414  -1.561  -5.154  0.492
H  7.187  -0.345  -4.969  0.311
H  5.008  -3.150  -5.994  0.409
H  6.182  -2.064  -6.702  0.354
H  5.079  -0.115  -5.715  0.304
H  3.878  -1.095  -6.519  0.433
H  3.123  -0.339  -4.257  0.170
H  3.114  -2.078  -4.452  0.470
H  6.056  -0.092  -2.010  0.402
H  4.582  0.731  -2.510  0.346
H  5.838  0.453  -3.675  0.366
H  3.159  -2.505  -2.040  0.476
H  3.115  -0.789  -1.729  0.022
H  4.395  -1.762  -1.015  0.554
H  7.929  -3.882  -3.914  0.444
H  7.899  -3.633  -5.660  0.457
H  6.636  -4.573  -4.904  0.357